Entry 1:
C15H42BrNO10PS3 | ωB97M-V with the def2-TZVPD basis set

* frontier orbital gap: 5.9 eV
* LUMO level: 2.108 eV
* highest occupied orbital energy: -3.8 eV
* DFT total energy: -5513.6922 Ha
* charge: -1

Each line ends with the Mulliken charge.
Positions of all 73 atoms, in Å:
H1 2.35386 -2.06195 -2.12797  0.30
C1 1.05648 -0.31575 -2.31061  -0.04
O1 1.97778 -5.29502 2.71468  -0.68
S1 -0.99139 1.87746 3.73426  1.20
H2 1.02647 -7.75159 -0.01494  0.26
S2 -3.27473 -0.30041 -2.27615  1.25
C2 0.15038 -1.08228 4.52386  -0.93
H3 0.64839 3.47207 3.26433  0.21
O2 -4.15529 -1.27050 -1.69598  -0.67
H4 4.68133 -5.07921 0.48571  0.32
O3 -2.28593 1.86882 4.35173  -0.73
H5 4.63163 -4.26307 2.07165  0.37
H6 0.89090 -0.71311 -3.31414  0.43
H7 1.35866 2.75992 0.61705  -0.42
H8 0.49490 -6.80464 1.37346  0.34
H9 2.17949 3.86550 -2.39395  0.39
H10 1.29093 0.81897 -0.03364  -0.34
O4 -2.19018 -0.74883 -3.09377  -0.60
H11 -0.07302 -4.88658 -0.13299  0.26
C3 0.92808 -6.74023 0.37451  -0.35
O5 -0.78833 1.18918 2.50470  -0.48
C4 4.29252 -5.12326 1.49908  -0.99
H12 -1.24015 0.05759 5.74286  0.34
O6 2.16939 -3.82424 0.73604  -0.45
H13 1.93178 5.89770 -1.24114  0.47
H14 -3.55687 1.26806 -0.56327  0.50
H15 -0.98893 3.99548 2.79312  0.37
C5 -0.39314 3.52055 3.57287  -0.97
H16 -0.99045 4.43207 -0.54689  0.33
C6 0.60936 5.33713 0.34644  -0.58
C7 -0.19661 0.08570 5.42519  -0.42
H17 -2.05429 1.55068 -1.51488  0.18
S3 2.53965 -5.01245 1.42763  1.15
H18 0.29521 6.37220 0.20066  0.37
H19 1.77831 -1.44431 -0.60273  0.25
H20 2.80794 4.11894 0.70553  0.41
C8 1.74273 4.99385 -0.65560  0.02
H21 0.09562 -0.40321 -1.80304  -0.11
H22 -0.10118 2.12039 -0.81398  -0.82
C9 1.35663 1.16991 -2.44621  -0.86
H23 0.61314 1.62542 -3.09918  0.50
H24 0.58288 -5.75977 -1.51224  0.26
N1 -0.59002 4.51218 0.37664  -0.48
O7 -4.14560 0.73134 -3.13194  -0.30
O8 2.29328 -6.27016 0.48586  -0.29
P1 1.39687 2.09947 -0.73664  1.52
H25 0.46609 4.00692 -2.07381  0.40
H26 1.16924 -0.98748 4.15015  0.26
H27 2.85557 2.05487 -0.66990  0.04
H28 -0.88041 -6.35166 -0.70407  0.38
O9 2.98167 4.77695 0.02696  -0.63
C10 -5.66807 -0.65815 -4.47664  -0.97
Br1 3.02349 1.37518 -3.51081  -0.26
C11 1.43819 3.83610 -1.59436  -1.22
H29 -5.38273 -1.61413 -4.04123  0.29
O10 0.07082 1.36247 4.80433  -0.31
C12 -4.51194 0.32169 -4.46288  -0.37
H30 4.56778 -6.05067 1.99263  0.34
H31 -2.12148 0.22468 -0.33699  0.34
H32 -4.78264 1.24866 -4.96514  0.28
H33 -0.33883 3.57517 0.66843  -0.06
C13 -2.69899 0.81090 -1.04985  -0.94
H34 -3.63238 -0.08618 -4.96297  0.32
H35 -0.50908 4.03463 4.52292  0.46
H36 0.42612 0.08751 6.31805  0.27
H37 -6.50708 -0.26506 -3.90255  0.25
H38 3.04485 -0.58679 -1.44312  0.32
C14 2.12243 -1.14343 -1.58877  -1.03
H39 1.05821 5.29196 1.34078  0.19
H40 0.06509 -2.01508 5.08304  0.40
H41 -5.99152 -0.82656 -5.50501  0.39
H42 -0.51289 -1.13326 3.66279  0.25
C15 0.09000 -5.87926 -0.54799  -0.94


Entry 2:
C25H44Cl2F4O11 | ωB97M-V with the def2-TZVPD basis set

* frontier orbital gap: 9.6 eV
* SMILES: C/C(Cl)=C(/Cl)COC[C@H](CCC(F)(F)F)OCC[C@H](C)F.CCOC(=O)OC.CCOC(=O)OC.CCOC(=O)OC
* LUMO level: 0.470 eV
* highest occupied orbital energy: -9.2 eV
* DFT total energy: -3126.4931 Ha

Each line ends with the Mulliken charge.
Positions of all 86 atoms, in Å:
C1 0.85835 -1.22217 -0.89767  0.68
H1 -1.14008 4.82018 -1.15555  0.26
H2 -2.26893 -5.44509 -9.04388  0.30
H3 4.11150 -1.18193 -1.12131  0.06
H4 -2.93402 0.41458 1.92201  0.37
H5 -8.60976 2.49288 9.09299  0.36
H6 -2.13434 2.11864 -2.14311  0.56
O1 -1.53024 -4.60841 -6.76259  -0.56
C2 -1.48144 1.83920 -1.30646  -0.08
H7 -1.22380 3.92410 -2.67759  0.30
O2 -4.08404 0.67445 7.22208  -0.25
H8 0.78132 -3.36401 -3.75491  -0.08
F1 2.04194 2.56112 -2.19002  -0.32
C3 0.77782 4.57853 -2.14616  -0.97
H9 -3.24447 2.38890 -0.18648  0.41
H10 -6.86955 2.77811 9.21331  0.31
H11 -1.35119 -6.82053 -8.38715  0.29
O3 -4.95234 0.92855 9.28965  -0.56
C4 -7.41201 0.93674 8.22988  -0.19
H12 -8.21697 0.54011 7.61428  0.29
H13 3.33029 5.10507 -2.59212  0.34
H14 -2.77285 1.88357 2.89284  0.33
C5 -0.52830 -4.46553 -7.41474  0.76
C6 -2.42122 1.66708 -0.09657  -1.04
H15 -2.55853 -2.19515 4.07293  0.33
C7 -0.22897 -0.26171 -0.50635  -0.05
F2 1.03215 -2.18385 0.02021  -0.31
H16 0.87463 5.61960 -1.81707  0.36
H17 5.39137 -1.64415 0.00015  0.35
H18 1.14029 -2.20672 -5.91248  0.30
H19 -3.44028 -0.76516 3.50360  0.28
H20 5.07812 1.11193 -1.30236  0.23
C8 -2.65539 -1.11141 4.17720  -0.87
C9 1.93179 3.80500 -1.53105  0.71
C10 0.42408 -3.02263 -5.83734  -0.18
C11 -1.10938 0.54318 3.03982  0.23
C12 -5.07968 0.80418 8.10038  0.71
C13 -1.30249 -5.94408 -9.03150  -0.63
H21 -2.08564 0.47364 6.99382  0.08
H22 0.21645 0.41241 0.22963  -0.06
H23 -2.85527 0.65871 -0.12961  0.45
H24 0.15982 0.88097 -2.27971  0.27
H25 4.61167 0.72056 0.36119  0.35
H26 -1.33266 -0.04960 -2.35979  0.33
H27 0.03790 -4.73748 -4.58621  0.32
F3 0.64065 -1.84666 -2.07054  -0.33
H28 1.75113 -4.38420 -4.83161  0.31
O4 -0.27629 -5.05496 -8.58489  -0.34
H29 -2.55645 1.72541 8.16452  0.32
H30 1.73458 3.58552 -0.47649  0.19
C14 -2.77407 0.72427 7.79668  -0.57
C15 7.22194 -1.53314 -1.74044  0.76
H31 -2.67535 0.00324 8.60477  0.34
C16 -0.71614 0.57098 -1.70086  -0.84
O5 -6.22911 0.77102 7.42879  -0.35
Cl1 0.45427 1.24877 2.86088  -0.18
C17 5.13567 -0.98393 -0.82836  0.07
H32 0.90524 4.57241 -3.23394  0.37
C18 0.76861 -3.93485 -4.68224  -0.57
O6 7.82201 -1.80025 -2.90347  -0.36
H33 9.45525 -2.77865 -2.06211  0.30
H34 4.07012 3.78828 -1.66508  0.31
C19 9.23102 -2.01533 -2.80393  -0.64
H35 -1.02174 -6.23973 -10.03790  0.22
H36 -2.97768 -0.89702 5.20143  0.10
O7 7.76912 -1.49246 -0.66869  -0.56
O8 0.51347 -3.70030 -7.10396  -0.35
H37 -1.04303 -0.82674 -0.04546  0.25
C20 5.29951 0.47117 -0.44734  -1.12
H38 -7.69210 2.99294 7.66304  0.29
C21 -2.22799 1.19207 2.23289  -0.78
O9 -0.54042 2.85679 -1.03903  -0.11
H39 3.43282 5.18913 -0.80640  0.40
F4 2.03980 -0.59659 -1.02771  -0.19
O10 5.93251 -1.32331 -1.97921  -0.36
C22 3.26685 4.53158 -1.66247  -1.42
H40 9.73859 -1.08873 -2.53974  0.29
C23 -1.32982 -0.45907 3.90107  0.52
C24 -0.63094 4.06234 -1.76592  -0.49
C25 -7.65853 2.38966 8.57089  -1.09
O11 -1.73057 1.88492 1.11559  -0.21
H41 -7.32989 0.32339 9.12642  0.32
H42 6.31597 0.67855 -0.11391  0.43
H43 9.55150 -2.34516 -3.78771  0.22
H44 -0.57310 -2.59692 -5.72816  0.31
Cl2 -0.04299 -1.11683 4.86440  -0.20


Entry 3:
C3H8NO4 | ωB97M-V with the def2-TZVPD basis set

* frontier orbital gap: 8.2 eV
* LUMO level: 3.641 eV
* relative energy (zero: lowest compared OMol25 entry of this formula, charge and spin): 48.1 kJ/mol
* highest occupied orbital energy: -4.6 eV
* DFT total energy: -474.9015 Ha
* charge: -1

Each line ends with the Mulliken charge.
Positions of all 16 atoms, in Å:
O1 1.24605 1.85185 1.92718  -0.73
H1 -1.62644 0.52071 -1.18380  0.35
H2 0.56261 0.91389 -0.54412  0.13
O2 -2.04577 0.97697 -0.44831  -0.55
H3 -0.71054 -1.41516 0.28282  0.21
C1 0.19716 0.39834 0.35374  0.18
N1 0.18462 -1.04139 -0.00265  -0.51
H4 -1.58718 0.15472 1.40429  0.32
C2 1.23519 0.68809 1.49429  0.44
H5 0.18216 -1.83048 -2.85444  0.28
O3 0.81773 -1.10767 -2.81309  -0.72
C3 -1.19601 0.89668 0.68960  -0.64
H6 -1.10055 1.86690 1.17275  0.35
O4 1.98131 -0.28630 1.75728  -0.78
H7 0.97714 -1.13128 -1.83776  0.41
H8 0.88253 -1.45588 0.60222  0.26


Entry 4:
C22H30N5O5 | ωB97M-V with the def2-TZVPD basis set

* frontier orbital gap: 8.1 eV
* LUMO level: -2.350 eV
* relative energy (zero: lowest compared OMol25 entry of this formula, charge and spin): 6.0 kJ/mol
* highest occupied orbital energy: -10.4 eV
* DFT total energy: -1506.1927 Ha
* charge: +1

Each line ends with the Mulliken charge.
Positions of all 62 atoms, in Å:
C1 -0.14393 2.04901 -2.43929  -0.93
H1 1.08028 4.23632 -1.52580  0.15
H2 -1.01470 0.19560 4.27056  0.34
H3 -0.35788 1.14798 -3.01858  0.57
C2 -2.17395 -8.38520 1.10252  -0.72
C3 -0.82041 -8.52792 0.78631  -0.63
H4 -0.04834 -0.06984 1.51272  0.31
C4 -2.09500 -5.22178 3.20995  0.51
C5 1.05564 4.29320 -2.61176  -0.44
H5 -4.43514 -7.95180 1.75775  0.32
H6 -1.79109 -0.21249 0.35065  0.21
C6 -1.69081 -6.35156 2.35128  0.18
C7 0.89695 2.87962 -3.20344  -1.01
N1 0.39699 0.58456 0.87916  -0.28
H7 -0.48418 -9.37130 0.18910  0.37
H8 -3.86018 -4.57159 6.05736  0.40
C8 0.09988 -7.58433 1.24385  -0.69
N2 1.57855 7.25831 -3.91137  -0.16
C9 -0.22637 0.89013 -0.21746  0.81
N3 -1.42066 0.39195 -0.37036  -0.29
H9 1.15420 -7.69544 1.00683  0.38
C10 -0.33309 -6.50402 2.01789  -0.40
H10 0.58320 2.97007 -4.24434  0.41
H11 0.24578 5.96468 -4.92875  0.22
H12 -3.02279 -2.29376 5.60932  0.41
H13 -1.01826 -3.75205 2.07254  0.62
H14 -1.94797 0.59560 -1.19856  0.17
C11 -1.96347 -2.84326 3.79601  0.36
C12 -2.90864 -5.43676 4.33151  -0.39
H15 4.08461 6.02719 -0.15899  0.26
C13 -1.47610 -1.48132 3.53399  0.31
H16 2.49298 5.26523 -0.23159  0.30
H17 0.34043 7.61066 -5.57083  0.34
H18 1.67060 6.48257 -5.86971  0.28
H19 1.57471 8.25211 -3.73028  0.31
C14 -1.63822 -3.91985 2.94747  -0.40
C15 -3.23992 -4.38366 5.18533  -0.75
O1 4.94559 3.44833 -1.15408  -0.67
H20 0.17298 4.87351 -2.88289  0.54
H21 3.78439 4.54139 0.75078  0.30
H22 0.40058 -5.79274 2.38489  0.47
O2 -1.31125 -0.66237 4.59970  -0.44
C16 2.23955 6.55022 -2.99035  0.05
O3 -3.95528 -7.20300 2.14378  -0.55
H23 -3.27102 -6.43713 4.55100  0.43
H24 1.29199 1.97987 -0.87920  0.10
C17 -2.61547 -7.30832 1.87932  0.78
H25 -2.88086 -9.12257 0.73802  0.26
H26 1.33279 0.90158 1.05452  0.17
N4 3.53720 4.34547 -2.58180  -0.06
O4 2.73785 7.14592 -2.05427  -0.65
H27 4.07646 3.80304 -3.24081  0.27
N5 0.36518 1.66067 -1.11098  -0.05
C18 -2.76250 -3.09798 4.92523  -0.65
C19 4.05996 4.26480 -1.35021  0.60
H28 1.84868 2.34715 -3.18140  0.39
C20 2.32388 5.01157 -3.12112  -0.27
H29 2.36330 4.84834 -4.19694  0.45
O5 -1.24295 -1.13036 2.38031  -0.66
C21 3.55728 5.07436 -0.17004  -0.91
H30 -1.06468 2.62728 -2.33714  0.45
C22 0.92264 6.79408 -5.13732  -0.79